1.
Computed, not measured: a structure of composition C4H4Br2 in a non-equilibrium geometry, with the ωB97M-V functional and the def2-TZVPD basis.

Kohn-Sham gap: 8.13 eV
Molar mass: 211.9 g/mol
E_HOMO: -9.440 eV
E_tot: -144292.3093 eV

```
10
Properties=species:S:1:pos:R:3:forces:R:3:lowdin_charge:R:1
C -0.94156 0.30839 1.82936 0.5 0.3 -1.1 0.085
C -0.74826 0.27694 0.64894 -0.2 -0.5 0.3 -0.244
C -3.83563 -0.21366 -0.98938 -0.1 0.3 -0.1 -1.017
C -0.76959 0.14527 -0.77443 2.8 -0.3 -0.5 -0.150
Br -3.82037 -1.55987 0.29157 -0.1 -0.1 0.1 0.581
Br -4.09642 1.47051 -0.16673 -0.1 -0.2 0.0 0.544
H -0.89896 0.76817 2.74218 -0.2 0.3 2.0 0.004
H -1.33190 0.94695 -1.13183 -1.4 1.0 -1.0 0.024
H -1.11792 -0.83711 -1.04916 -0.3 -0.1 -0.4 0.062
H 0.25107 0.32354 -1.24006 -1.0 -0.5 0.7 0.111
```
Positions in Å, forces in eV/Å.

2.
Computed, not measured: a cluster of 2 separate species, H2N2O3S in total in a non-equilibrium geometry, with the ωB97M-V functional and the def2-TZVPD basis.

Kohn-Sham gap (alpha / beta): 9.30 / 7.19 eV
Molar mass: 110.1 g/mol
E_HOMO (alpha / beta): -9.640 / -9.164 eV
E_tot: -19986.4340 eV

```
8
Properties=species:S:1:pos:R:3:forces:R:3:lowdin_charge:R:1
N 1.18170 1.57998 2.96764 0.9 -1.1 0.3 0.063
N -0.04567 0.16307 -0.45826 0.8 0.7 -0.2 -0.105
O 1.88553 0.73029 3.29865 -0.9 1.1 -0.4 -0.010
O 0.25316 2.67191 -0.61703 -0.2 -0.1 0.3 -0.361
O 2.26302 1.18532 -0.62109 -0.2 -0.2 0.3 -0.364
S 0.95138 1.51554 -0.11073 -0.5 -0.7 -0.6 0.671
H 0.38260 -0.73134 -0.27682 0.2 0.0 0.1 0.053
H -1.00299 0.21559 -0.15501 -0.2 0.3 0.2 0.053
```
Positions in Å, forces in eV/Å.

3.
Computed, not measured: a cluster of 2 separate species, CH2FPS in total in a non-equilibrium geometry, with the ωB97M-V functional and the def2-TZVPD basis.

Kohn-Sham gap: 7.43 eV
Molar mass: 96.1 g/mol
E_HOMO: -7.468 eV
E_tot: -23908.8128 eV

```
6
Properties=species:S:1:pos:R:3:forces:R:3:lowdin_charge:R:1
C 0.98754 0.28323 0.15521 0.3 -1.6 -1.2 -0.944
F -2.02174 -0.15106 0.21487 -2.1 -0.1 -0.3 -0.125
P 0.89727 -1.05947 -0.77508 -0.6 0.2 0.3 0.617
S 2.63736 0.20256 -0.46427 0.9 0.5 0.1 0.340
H 0.47288 0.91537 0.80877 -0.5 0.8 0.8 -0.014
H -2.97332 -0.19062 0.06049 2.0 0.1 0.3 0.126
```
Positions in Å, forces in eV/Å.

4.
Computed, not measured: a cluster of 2 separate species, C3H5N2 in total in a non-equilibrium geometry, with the ωB97M-V functional and the def2-TZVPD basis.

Kohn-Sham gap: 11.09 eV
Molar mass: 69.1 g/mol
E_HOMO: -15.532 eV
E_tot: -6162.3578 eV
Net charge: +1

```
10
Properties=species:S:1:pos:R:3:forces:R:3:lowdin_charge:R:1
C -0.83129 1.95179 -2.46534 1.5 -1.0 1.5 0.264
C -0.31698 1.62053 -1.41273 -1.5 1.1 -3.3 -0.052
C -0.03760 1.21881 -0.17311 -0.3 1.2 -1.4 -0.165
N 0.09542 0.95396 0.91540 0.8 -1.1 3.0 0.207
N 0.44252 -1.61055 1.25770 0.3 2.3 -0.5 0.215
H -1.08740 2.07788 -3.48448 -0.4 0.4 -0.3 0.072
H 0.52736 -1.87167 2.18277 0.0 -0.3 3.2 0.082
H -0.50829 -1.90224 1.03087 0.6 -0.6 -1.0 0.140
H 0.41278 -0.38046 1.23130 0.2 -2.0 0.1 0.089
H 1.30347 -2.05806 0.91762 -0.9 0.1 -1.2 0.149
```
Positions in Å, forces in eV/Å.

5.
Computed, not measured: a cluster of 7 separate species, C38H29NO27 in total, with the ωB97M-V functional and the def2-TZVPD basis.

Kohn-Sham gap: 7.71 eV
Molar mass: 931.6 g/mol
E_HOMO: -9.437 eV
E_tot: -96646.8914 eV

```
95
Properties=species:S:1:pos:R:3:forces:R:3:lowdin_charge:R:1
O 2.42760 0.36529 5.16316 0.0 0.0 0.0 0.083
C 1.78002 1.08881 4.42155 0.0 0.0 0.0 -0.297
C 0.62453 0.67282 3.67171 0.0 0.0 0.2 0.066
C 0.03231 1.55732 2.85453 0.0 0.0 -0.2 -0.222
O -1.00447 1.25935 2.09324 0.0 -0.1 0.1 0.110
C 0.51972 2.98688 2.71465 0.0 0.1 0.1 -0.306
O -0.10240 3.71014 1.95780 0.0 0.0 0.0 0.092
C 1.66752 3.40881 3.48990 0.0 0.1 0.0 0.072
C 2.26477 2.52172 4.29928 0.0 0.0 0.0 -0.229
O 3.31177 2.79792 5.06062 0.0 0.0 0.0 0.116
H 0.28572 -0.34673 3.76414 0.0 0.0 0.0 0.109
H -1.13919 2.01518 1.48756 0.1 0.0 -0.1 0.082
H 2.00149 4.43247 3.39672 0.0 0.0 0.0 0.134
H 3.52090 1.97867 5.55384 0.0 0.0 0.0 0.106
O 3.88662 -3.15551 7.86520 0.0 0.0 0.0 0.104
C 4.16379 -2.12191 8.44803 0.0 0.0 0.0 -0.305
C 4.05807 -0.79600 7.88572 0.0 0.0 -0.2 0.076
C 4.40813 0.25133 8.64387 0.0 0.0 0.1 -0.226
O 4.35648 1.51140 8.23345 0.0 0.0 -0.1 0.112
C 4.91125 0.10114 10.06584 0.0 0.0 0.0 -0.312
O 5.20833 1.13314 10.64224 0.0 0.0 0.0 0.102
C 5.00492 -1.22380 10.63495 0.0 0.0 0.1 0.071
C 4.65334 -2.27382 9.87767 0.0 0.0 0.0 -0.232
O 4.69522 -3.53206 10.28343 0.0 0.0 0.1 0.116
H 3.70118 -0.68126 6.87066 0.0 0.0 0.0 0.111
H 4.67317 2.05264 8.98567 0.0 0.0 0.0 0.120
H 5.35569 -1.32584 11.65203 0.0 0.0 0.0 0.135
H 4.39020 -4.06858 9.52279 0.0 0.0 0.0 0.120
O -2.63834 -3.51892 -7.53992 0.0 0.0 0.0 0.105
C -2.31918 -2.56143 -6.85817 0.0 0.0 0.0 -0.310
C -2.40386 -1.18063 -7.27403 0.0 0.0 -0.1 0.073
C -2.00438 -0.22636 -6.42018 0.0 0.0 0.0 -0.230
O -2.03523 1.06774 -6.68864 0.0 0.0 -0.1 0.123
C -1.46527 -0.54735 -5.03922 0.0 -0.1 0.0 -0.298
O -1.11641 0.40667 -4.36172 0.0 0.0 -0.1 0.084
C -1.39444 -1.92348 -4.61452 0.0 0.0 0.1 0.076
C -1.79646 -2.87887 -5.46791 0.0 0.0 0.0 -0.228
O -1.77692 -4.17085 -5.19795 0.0 0.0 0.1 0.124
H -2.78629 -0.96023 -8.26044 0.0 0.0 0.0 0.137
H -1.68845 1.52398 -5.89602 0.0 0.0 0.0 0.121
H -1.01139 -2.14588 -3.62775 0.0 0.0 0.0 0.123
H -2.11174 -4.62172 -6.00042 0.0 0.0 0.0 0.122
O 0.58876 -2.16027 2.49592 0.1 -0.2 0.0 0.093
C 0.90182 -2.92243 1.59769 -0.1 0.1 -0.1 -0.294
C 0.63911 -2.67732 0.20056 0.0 0.0 0.0 0.078
C 1.00406 -3.60731 -0.69533 0.0 0.0 0.0 -0.218
O 0.81539 -3.48595 -1.99772 -0.1 0.0 0.1 0.109
C 1.68334 -4.90235 -0.28010 -0.1 0.1 -0.2 -0.285
O 1.93921 -5.67137 -1.19165 0.0 -0.2 0.2 0.085
C 1.97628 -5.13390 1.11071 0.0 -0.1 0.0 0.079
C 1.61058 -4.20099 2.00580 0.0 0.1 0.0 -0.225
O 1.82296 -4.30025 3.30383 0.0 -0.1 0.0 0.130
H 0.15144 -1.75252 -0.07395 0.0 0.0 0.0 0.132
H 1.17271 -4.28600 -2.44041 0.0 0.0 0.0 0.091
H 2.47620 -6.05007 1.39079 0.0 0.0 0.0 0.138
H 1.46717 -3.48616 3.71366 0.0 0.0 0.0 0.125
O -9.15867 8.56806 -3.22544 0.0 0.0 0.0 0.093
C -8.53964 7.77446 -2.53500 0.0 0.0 0.0 -0.317
C -7.52786 6.86850 -3.01259 0.0 0.0 -0.1 0.069
C -6.93365 6.03793 -2.13774 0.0 0.0 0.1 -0.225
O -5.99882 5.17286 -2.46932 -0.1 0.1 -0.1 0.119
C -7.29510 6.02498 -0.66126 0.0 0.0 0.0 -0.308
O -6.69873 5.22524 0.03609 0.0 0.0 0.0 0.105
C -8.30290 6.94476 -0.18080 0.0 0.0 0.1 0.068
C -8.89047 7.77048 -1.05823 0.0 0.0 0.0 -0.236
O -9.82360 8.65484 -0.74367 0.0 0.0 0.1 0.112
H -7.27584 6.88232 -4.06350 0.0 0.0 0.0 0.134
H -5.73446 4.68140 -1.66523 0.0 0.0 0.0 0.089
H -8.54866 6.93662 0.87157 0.0 0.0 0.0 0.133
H -10.05824 9.09924 -1.58520 0.0 0.0 0.0 0.118
O 7.16619 -3.68192 -5.75314 0.0 0.0 0.0 0.102
C 6.06964 -3.98454 -5.31493 0.0 0.0 0.0 -0.312
C 5.83308 -4.74547 -4.11422 0.1 0.0 0.0 0.072
C 4.56597 -5.02114 -3.76216 -0.1 0.0 0.0 -0.222
O 4.22912 -5.70492 -2.68673 0.1 -0.1 -0.2 0.116
C 3.37551 -4.53188 -4.57456 0.0 0.1 0.0 -0.289
O 2.26922 -4.81231 -4.13967 0.0 0.0 -0.1 0.085
C 3.61103 -3.76653 -5.77314 -0.1 0.0 0.0 0.073
C 4.87882 -3.50488 -6.12746 0.1 0.0 0.0 -0.230
O 5.22454 -2.81073 -7.19602 -0.1 0.0 0.0 0.121
H 6.68402 -5.07961 -3.53787 0.0 0.0 0.0 0.136
H 3.25279 -5.80878 -2.69280 0.1 0.1 0.2 0.088
H 2.76003 -3.42076 -6.34255 0.0 0.0 0.0 0.135
H 6.20464 -2.78776 -7.19373 0.0 0.0 0.0 0.122
N -0.72426 2.45556 -0.74878 0.0 -0.1 0.3 0.055
C -1.63772 1.68094 -1.56333 0.2 0.1 -0.2 -0.235
O -2.93583 1.72125 -0.96121 -0.1 -0.1 -0.2 0.031
C -3.76755 2.67890 -1.41613 0.1 -0.1 0.1 -0.610
O -3.49594 3.56735 -2.16772 0.0 -0.1 0.0 0.151
O -4.98376 2.51716 -0.88839 -0.1 0.1 0.0 0.154
H -1.17713 3.25772 -0.32560 0.0 0.1 -0.3 0.077
H 0.06498 2.78599 -1.28964 0.0 0.0 0.1 0.091
H -1.70542 2.00991 -2.60377 -0.1 0.1 0.2 0.108
H -1.35046 0.62916 -1.55514 0.0 0.1 0.0 0.118
H -4.98222 1.77023 -0.27417 0.0 0.0 0.0 0.138
```
Positions in Å, forces in eV/Å.